1.
83
Properties=species:S:1:pos:R:3 method="wB97M-V/def2-TZVPD" multiplicity=1 e_tot_ev=-166521.1230 total_charge=-1 e_homo_ev=-2.8
Na 0.627 -0.142 -0.012
C 1.366 -0.459 4.275
C 0.096 0.124 4.826
C 0.055 0.576 6.140
C -1.102 1.110 6.689
C -2.240 1.215 5.908
C -2.222 0.760 4.597
C -1.075 0.194 4.044
P -1.013 -0.498 2.339
C -2.706 0.014 1.763
C -2.675 1.221 1.060
C -3.810 1.782 0.503
C -5.021 1.122 0.630
C -5.076 -0.066 1.341
C -3.940 -0.639 1.910
C -4.088 -1.922 2.680
C -0.932 -2.266 2.698
C -1.145 -2.762 3.992
C -0.835 -4.055 4.352
C -0.212 -4.887 3.399
C 0.036 -4.442 2.136
C -0.339 -3.123 1.683
C -0.150 -2.760 0.370
H 2.219 -0.192 4.900
H 1.545 -0.113 3.254
H 1.291 -1.548 4.234
H 0.946 0.495 6.753
H -1.113 1.438 7.721
H -3.147 1.638 6.322
H -3.120 0.843 3.999
H -1.720 1.730 0.963
H -3.751 2.717 -0.041
H -5.918 1.532 0.183
H -6.032 -0.564 1.468
H -5.078 -2.353 2.527
H -3.945 -1.739 3.748
H -3.329 -2.642 2.383
H -1.579 -2.109 4.740
H -1.029 -4.410 5.356
H 0.071 -5.895 3.684
H 0.543 -5.086 1.426
H -0.503 -1.818 -0.018
H 0.286 -3.460 -0.331
I -1.760 1.395 -2.762
C -2.902 -0.312 -2.305
C -4.039 -0.615 -3.035
C -4.764 -1.731 -2.643
C -4.316 -2.480 -1.563
C -3.142 -2.101 -0.935
N -2.448 -1.024 -1.299
H -4.349 -0.007 -3.872
H -5.668 -2.004 -3.172
H -4.869 -3.343 -1.217
H -2.716 -2.667 -0.115
C 4.335 2.131 -0.160
As 2.569 2.076 0.627
C 1.224 3.221 -0.174
C 2.903 3.114 2.258
O 1.987 0.649 1.155
H 4.666 3.168 -0.201
H 4.374 1.693 -1.147
H 4.978 1.555 0.505
H 1.656 4.190 -0.421
H 0.452 3.350 0.585
H 0.788 2.776 -1.062
H 3.167 4.148 2.037
H 3.704 2.643 2.828
H 1.990 3.085 2.854
F 2.531 -1.821 -4.128
C 1.934 -1.648 -2.945
F 0.620 -1.592 -3.120
F 2.195 -2.727 -2.204
S 2.629 -0.137 -2.059
O 1.451 0.600 -1.642
O 3.440 -0.683 -1.025
N 3.523 0.637 -3.114
S 2.816 1.286 -4.390
O 1.477 0.827 -4.597
O 3.707 1.351 -5.501
C 2.627 3.102 -3.893
F 3.224 3.347 -2.711
F 3.196 3.906 -4.793
F 1.345 3.460 -3.775


2.
52
Properties=species:S:1:pos:R:3 method="wB97M-V/def2-TZVPD" multiplicity=1 e_tot_ev=-48253.2780 total_charge=-1 e_homo_ev=-8.8
O 0.352 1.541 2.352
C 0.307 0.997 1.290
O -0.704 0.299 0.790
B -0.388 -0.101 -0.571
O 1.014 0.342 -0.810
C 1.443 1.000 0.237
O 2.514 1.525 0.368
O -1.271 0.511 -1.574
C -1.898 -0.411 -2.243
O -2.731 -0.297 -3.108
C -1.418 -1.767 -1.764
O -0.523 -1.561 -0.821
O -1.811 -2.843 -2.120
O 2.206 -2.827 -1.235
H 2.344 -1.926 -1.551
H 2.573 -2.829 -0.341
O 0.852 -2.445 1.693
H 0.647 -3.385 1.739
H 0.595 -2.184 0.801
O -2.708 -3.495 -4.662
H -2.067 -4.210 -4.714
H -2.408 -2.956 -3.902
O 0.213 4.858 3.438
H -0.474 4.220 3.186
H 0.814 4.906 2.686
O -4.518 0.070 -5.277
H -3.924 -0.131 -4.535
H -4.085 -0.319 -6.043
O 1.924 4.263 0.465
H 2.141 3.347 0.199
H 0.961 4.286 0.467
O -5.255 -0.016 -1.550
H -4.369 0.332 -1.697
H -5.330 -0.746 -2.174
O 3.127 3.024 4.053
H 2.283 2.629 4.305
H 3.729 2.278 3.981
O -1.906 -1.450 3.186
H -2.709 -1.653 2.695
H -1.250 -1.247 2.506
O -2.287 2.949 3.507
H -1.604 2.261 3.547
H -2.687 2.947 4.382
O 0.254 -5.099 -1.761
H 0.633 -5.155 -2.642
H 0.094 -4.157 -1.626
O 4.016 -0.127 2.749
H 4.685 0.236 3.337
H 3.802 0.594 2.138
O 5.197 1.116 -0.907
H 4.558 1.780 -0.619
H 5.044 1.027 -1.853


3.
99
Properties=species:S:1:pos:R:3 method="wB97M-V/def2-TZVPD" multiplicity=3 e_tot_ev=-70010.8262 s2=2.0069 e_homo_ev="-5.3 / -6.7"
Pt -0.716 0.768 -0.791
C 3.968 -1.790 2.300
C 3.161 -3.018 1.799
C 2.677 -3.868 2.973
C 4.111 -3.738 0.794
P 1.701 -2.316 0.711
C 0.795 -1.401 2.081
N 0.889 0.026 1.956
B 0.650 0.861 0.792
N 1.194 2.149 1.186
C 1.233 3.286 0.313
P 0.504 2.539 -1.256
C -0.649 3.904 -1.849
C -1.458 3.432 -3.065
C -1.714 4.118 -0.760
C 0.189 5.123 -2.170
C 2.049 2.022 -2.242
C 2.918 3.217 -2.607
C 2.829 0.960 -1.449
C 1.580 1.399 -3.541
C 1.295 2.166 2.528
C 1.857 3.109 3.425
C 2.033 2.717 4.753
C 1.523 1.542 5.229
C 1.044 0.561 4.385
C 1.073 0.859 3.025
C 0.468 -3.773 0.274
C 0.475 -3.777 -1.238
C -0.910 -3.398 0.793
C 0.924 -5.120 0.821
H 4.793 -2.085 2.937
H 3.363 -1.052 2.835
H 4.397 -1.282 1.424
H 3.072 -3.476 3.906
H 2.971 -4.933 2.814
H 1.608 -3.874 3.040
H 4.827 -4.317 1.349
H 4.615 -2.952 0.234
H 3.602 -4.361 0.100
H 1.232 -1.725 3.040
H -0.275 -1.686 2.130
H 2.216 3.758 0.195
H 0.565 4.072 0.783
H -2.149 2.656 -2.816
H -0.788 3.022 -3.843
H -1.947 4.269 -3.597
H -2.218 3.156 -0.578
H -2.477 4.782 -1.155
H -1.255 4.537 0.130
H 1.213 4.846 -2.399
H 0.280 5.795 -1.310
H -0.231 5.689 -3.021
H 3.055 3.964 -1.804
H 2.477 3.731 -3.470
H 3.913 2.905 -2.931
H 3.268 1.384 -0.524
H 3.691 0.641 -2.052
H 2.233 0.085 -1.234
H 0.953 2.136 -4.097
H 0.960 0.525 -3.345
H 2.405 1.055 -4.151
H 2.116 4.107 3.089
H 2.573 3.386 5.467
H 1.591 1.386 6.305
H 0.646 -0.384 4.744
H 0.534 -2.766 -1.641
H -0.406 -4.250 -1.679
H 1.335 -4.329 -1.637
H -1.158 -2.411 0.479
H -0.944 -3.520 1.886
H -1.659 -4.049 0.355
H 1.930 -5.385 0.505
H 0.253 -5.876 0.421
H 0.793 -5.231 1.894
C -1.567 -1.314 -3.294
Si -3.139 -1.019 -2.290
C -4.313 0.097 -3.214
C -3.924 -2.758 -1.979
N -2.465 -0.399 -0.709
C -3.360 -0.161 0.295
C -2.929 0.459 1.525
C -3.830 0.952 2.449
C -5.192 0.766 2.239
C -5.649 0.052 1.147
C -4.769 -0.419 0.170
H -0.881 -2.061 -2.880
H -0.986 -0.410 -3.317
H -1.743 -1.663 -4.323
H -3.773 0.674 -3.941
H -4.911 0.771 -2.628
H -4.985 -0.535 -3.773
H -4.964 -2.828 -2.304
H -3.848 -3.047 -0.939
H -3.307 -3.464 -2.583
H -1.830 0.463 1.703
H -3.491 1.513 3.319
H -5.938 1.035 2.989
H -6.720 -0.145 1.017
H -5.151 -1.064 -0.628